ORCA calculation (the ωB97M-V functional and the def2-TZVPD basis) on 10 unconnected molecules or ions with the total composition C24H63B2FIN2O18.

Last columns: bonded neighbours and bond lengths (Å).
Cartesian coordinates (Å):
1 C -4.3062 1.4775 -4.3532  C2 1.673, H40 1.179, H41 1.170, H42 1.188
2 C -2.6953 1.1297 -4.0658  C1 1.673, N3 1.505, H43 1.169, H44 1.168
3 N -2.6356 0.6009 -2.6583  C2 1.505, C4 1.484, H45 1.038
4 C -1.3735 0.8721 -1.9263  N3 1.484, C5 1.678, C31 1.676, H46 1.185
5 C -0.7733 -0.4714 -1.1202  C4 1.678, F6 1.524, C7 1.604, C15 1.674
6 F -1.5304 -1.5089 -1.9408  C5 1.524
7 C 0.6998 -1.0211 -1.4376  C5 1.604, C8 1.592, H47 1.198, H48 1.204
8 C 2.0472 -0.2015 -1.2212  C7 1.592, C9 1.677, H49 1.152, H50 1.198
9 C 3.1599 -1.0248 -0.2736  C8 1.677, C10 1.657, H51 1.195, H52 1.169
10 C 3.4653 -0.1619 1.1082  C9 1.657, O11 1.362, O12 1.470
11 O 4.3867 0.8372 1.0200  C10 1.362
12 O 2.8675 -0.4187 2.4268  C10 1.470, C13 1.483
13 C 3.6817 0.1746 3.5155  O12 1.483, C14 1.658, H53 1.176, H54 1.181
14 C 3.1422 -0.2608 5.0220  C13 1.658, H55 1.192, H56 1.186, H57 1.188
15 C -1.4036 -0.0896 0.3824  C5 1.674, C16 1.632, C22 1.652, N26 1.579
16 C -0.7279 -1.1363 1.4361  C15 1.632, C17 1.611, H58 1.196, H59 1.194
17 C -0.6736 -2.7122 1.1082  C16 1.611, C18 1.675, H60 1.195, H61 1.171
18 C 0.7909 -3.3922 1.5541  C17 1.675, C19 1.639, H62 1.194, H63 1.168
19 C 1.2480 -4.6358 0.5887  C18 1.639, O20 1.360, O21 1.473
20 O 0.9201 -5.8837 1.0203  C19 1.360
21 O 2.0140 -4.5381 -0.6654  C19 1.473, H64 1.019
22 C -3.0042 -0.4316 0.6086  C15 1.652, C23 1.606, H65 1.198, H66 1.197
23 C -3.7123 -1.7816 0.1048  C22 1.606, O24 1.364, I25 2.245
24 O -3.8024 -2.9700 0.7687  C23 1.364
25 I -4.9015 -1.9448 -1.7919  C23 2.245
26 N -1.2041 1.4434 0.7019  C15 1.579, C27 1.550, C28 1.514, C31 1.558
27 C -2.1971 2.0364 1.7339  N26 1.550, H67 1.178, H68 1.175, H69 1.197
28 C 0.0380 1.8452 1.4692  N26 1.514, C29 1.589, H70 1.201, H71 1.170
29 C 0.2483 1.7836 3.0426  C28 1.589, O30 1.437, H72 1.199, H73 1.198
30 O -0.1289 0.6699 3.8694  C29 1.437, H74 1.012
31 C -1.2880 2.0452 -0.7328  C4 1.676, N26 1.558, B32 1.688, B35 1.642
32 B -2.3524 3.3385 -0.9458  C31 1.688, C33 1.679, O34 1.460
33 C -1.9769 4.8048 -0.2192  B32 1.679, H75 1.172, H76 1.194, H77 1.171
34 O -3.6182 3.3034 -1.6723  B32 1.460, H78 1.017
35 B -0.0749 2.8765 -1.4639  C31 1.642, O36 1.454, O37 1.513
36 O 1.2438 3.2907 -1.0114  B35 1.454, H79 1.018
37 O -0.4293 3.4759 -2.8071  B35 1.513, C38 1.471
38 C 0.3783 4.6839 -3.0374  O37 1.471, C39 1.673, H80 1.171, H81 1.194
39 C -0.2587 5.4066 -4.4050  C38 1.673, H82 1.175, H83 1.192, H84 1.187
40 H -4.5593 1.4496 -5.5040  C1 1.179
41 H -4.6255 2.5288 -3.9518  C1 1.170
42 H -5.0169 0.6832 -3.8274  C1 1.188
43 H -2.4217 0.2817 -4.8231  C2 1.169
44 H -2.0516 2.0785 -4.2869  C2 1.168
45 H -3.5135 0.7551 -2.1258  N3 1.038
46 H -0.5671 0.9144 -2.7934  C4 1.185
47 H 0.9068 -2.1261 -1.0249  C7 1.198
48 H 0.6598 -1.2434 -2.6200  C7 1.204
49 H 2.0340 0.8690 -0.7949  C8 1.152
50 H 2.6320 -0.1027 -2.2619  C8 1.198
51 H 4.2092 -1.0673 -0.8429  C9 1.195
52 H 2.8638 -2.1396 -0.0854  C9 1.169
53 H 3.6172 1.3474 3.4646  C13 1.176
54 H 4.8084 -0.1740 3.4635  C13 1.181
55 H 2.5898 0.6421 5.5710  C14 1.192
56 H 4.0390 -0.5689 5.7339  C14 1.186
57 H 2.3749 -1.1672 4.9941  C14 1.188
58 H -1.3821 -1.0524 2.4339  C16 1.196
59 H 0.3749 -0.8484 1.7918  C16 1.194
60 H -1.4518 -3.2931 1.8044  C17 1.195
61 H -0.8632 -3.0355 -0.0008  C17 1.171
62 H 0.6492 -3.8635 2.6422  C18 1.194
63 H 1.6486 -2.6059 1.6599  C18 1.168
64 H 2.9323 -4.9062 -0.4229  O21 1.019
65 H -3.3331 -0.4054 1.7603  C22 1.198
66 H -3.5867 0.4316 0.0184  C22 1.197
67 H -3.3144 2.1146 1.3689  C27 1.178
68 H -1.9174 3.1342 2.0465  C27 1.175
69 H -2.3480 1.3060 2.6707  C27 1.197
70 H 0.1306 3.0334 1.3197  C28 1.201
71 H 0.9255 1.2555 0.9857  C28 1.170
72 H 1.4195 1.9502 3.2369  C29 1.199
73 H -0.2356 2.7421 3.5750  C29 1.198
74 H -0.9826 0.8956 4.3643  O30 1.012
75 H -1.7272 5.6453 -0.9963  C33 1.172
76 H -2.9978 5.1260 0.3108  C33 1.194
77 H -1.1930 4.6998 0.6445  C33 1.171
78 H -4.2523 4.0223 -1.3320  O34 1.017
79 H 1.9971 2.9249 -1.5909  O36 1.018
80 H 0.3644 5.4657 -2.1663  C38 1.171
81 H 1.5120 4.4532 -3.3314  C38 1.194
82 H -0.4670 6.5539 -4.2571  C39 1.175
83 H 0.5148 5.2332 -5.2955  C39 1.192
84 H -1.2217 4.7867 -4.7163  C39 1.187
85 O 5.1923 -4.7630 -0.2854  H86 0.969, H87 0.969
86 H 5.8934 -4.1023 -0.1808  O85 0.969
87 H 5.5629 -5.4002 -0.9144  O85 0.969
88 O 0.6912 -3.1605 4.4450  H89 0.969, H90 0.969
89 H 1.0053 -3.2298 5.3590  O88 0.969
90 H 0.7004 -2.2082 4.2658  O88 0.969
91 O -2.2790 -3.3233 5.1791  H92 0.969, H93 0.969
92 H -1.3720 -3.3748 4.8419  O91 0.969
93 H -2.2705 -3.8942 5.9620  O91 0.969
94 O 1.0698 -9.0144 1.3068  H95 0.969, H96 0.969
95 H 0.9534 -8.0602 1.1842  O94 0.969
96 H 0.5536 -9.2130 2.1024  O94 0.969
97 O -0.5977 -6.9676 -1.3055  H98 0.969, H99 0.969
98 H -0.1603 -6.8363 -0.4509  O97 0.969
99 H -0.7212 -7.9271 -1.3604  O97 0.969
100 O 4.2103 4.6679 -0.8164  H101 0.969, H102 0.969
101 H 4.0901 5.4652 -0.2789  O100 0.969
102 H 3.3849 4.1756 -0.6929  O100 0.969
103 O 4.9822 7.4379 -2.2681  H104 0.969, H105 0.969
104 H 5.4195 7.5692 -1.4134  O103 0.969
105 H 4.8587 6.4784 -2.3230  O103 0.969
106 O -0.9649 -7.5705 3.5702  H107 0.969, H108 0.969
107 H -0.3433 -6.9829 3.1150  O106 0.969
108 H -1.5237 -7.9170 2.8584  O106 0.969
109 O -4.3529 2.5457 -7.1055  H110 0.969, H111 0.969
110 H -3.4994 2.4323 -7.5500  O109 0.969
111 H -4.9208 2.9379 -7.7857  O109 0.969

Maximum force ... 9.48 eV/A
E_tot ... -77896.7260 eV
Net charge ... +1